Entry 1:
Molecular formula: H42O21
Method: DFT, ωB97M-V/def2-TZVPD

## Properties
Total charge: 0
Total energy (eV): -43678.0568
Frontier orbital gap (Eh): 0.379
M (g/mol): 378.31

Last columns: bonded neighbours and bond lengths (Å).
Element x y z (Å)
1 O 1.891 2.636 -0.208  H2 0.984, H3 0.984
2 H 2.584 3.318 -0.062  O1 0.984
3 H 2.600 1.956 -0.149  O1 0.984
4 O -1.498 0.473 -0.874  H5 0.961, H6 0.965
5 H -1.110 0.497 0.004  O4 0.961
6 H -2.447 0.621 -0.790  O4 0.965
7 O 3.140 1.236 -3.280  H8 0.959, H9 0.960
8 H 3.072 0.841 -4.151  O7 0.959
9 H 2.293 1.651 -3.102  O7 0.960
10 O 2.029 -4.548 -0.693  H11 0.996, H12 0.999
11 H 1.125 -4.966 -0.673  O10 0.996
12 H 1.788 -3.754 -1.249  O10 0.999
13 O 2.354 -2.480 -2.370  H14 0.971, H15 0.963
14 H 3.321 -2.454 -2.449  O13 0.971
15 H 2.021 -2.053 -3.166  O13 0.963
16 O -2.723 -3.445 -1.377  H17 0.962, H18 0.962
17 H -3.308 -2.948 -0.796  O16 0.962
18 H -2.800 -4.336 -1.023  O16 0.962
19 O -1.823 3.423 -2.063  H20 0.967, H21 0.962
20 H -2.685 3.618 -2.456  O19 0.967
21 H -1.396 4.282 -2.004  O19 0.962
22 O 3.269 -3.266 2.658  H23 0.964, H24 0.980
23 H 3.542 -3.797 1.900  O22 0.964
24 H 2.353 -3.105 2.350  O22 0.980
25 O 1.056 1.913 2.131  H26 0.974, H27 0.975
26 H 0.954 2.880 2.199  O25 0.974
27 H 1.649 1.810 2.898  O25 0.975
28 O 2.523 -0.613 4.476  H29 0.969, H30 0.961
29 H 1.671 -0.487 4.032  O28 0.969
30 H 2.952 -1.456 4.304  O28 0.961
31 O -1.818 2.824 1.533  H32 0.963, H33 0.960
32 H -1.376 2.374 0.804  O31 0.963
33 H -1.598 2.365 2.347  O31 0.960
34 O 0.704 4.658 1.790  H35 0.951, H36 0.957
35 H -0.139 4.823 2.198  O34 0.951
36 H 0.868 4.297 0.918  O34 0.957
37 O -1.012 -2.315 -0.010  H38 0.970, H39 0.968
38 H -1.569 -1.583 -0.320  O37 0.970
39 H -0.209 -2.127 -0.518  O37 0.968
40 O -3.821 -0.668 -1.933  H41 0.956, H42 0.957
41 H -4.527 -1.303 -2.049  O40 0.956
42 H -3.815 0.112 -2.487  O40 0.957
43 O -0.439 -0.307 3.119  H44 0.961, H45 0.961
44 H -0.292 -0.620 2.222  O43 0.961
45 H -0.091 0.588 3.152  O43 0.961
46 O -0.334 0.162 -5.376  H47 0.961, H48 0.962
47 H 0.617 0.055 -5.477  O46 0.961
48 H -0.470 0.957 -4.853  O46 0.962
49 O 0.614 -3.564 1.710  H50 1.002, H51 0.972
50 H 0.215 -2.698 1.404  O49 1.002
51 H 0.852 -3.840 0.808  O49 0.972
52 O -2.804 -0.495 2.255  H53 0.962, H54 0.966
53 H -2.395 -1.247 2.693  O52 0.962
54 H -2.860 0.174 2.949  O52 0.966
55 O 0.094 0.292 -2.914  H56 0.959, H57 0.966
56 H -0.810 -0.029 -2.919  O55 0.959
57 H 0.102 1.132 -2.438  O55 0.966
58 O 3.283 0.264 1.481  H59 0.989, H60 0.971
59 H 2.864 0.296 2.375  O58 0.989
60 H 4.059 -0.287 1.670  O58 0.971
61 O -4.166 2.630 0.203  H62 0.973, H63 0.965
62 H -3.472 2.415 0.850  O61 0.973
63 H -4.653 3.216 0.795  O61 0.965

Entry 2:
Molecular formula: C3H6FN3O2
Method: DFT, ωB97M-V/def2-TZVPD

## Properties
Total charge: 0
SMILES string: NC(N)=N[C@H](F)C(=O)O
Total energy (eV): -14490.7064
Frontier orbital gap (Eh): 0.370
M (g/mol): 135.10

Last columns: bonded neighbours and bond lengths (Å).
Element x y z (Å)
1 C 0.223 2.033 -2.548  C3 1.533, O7 1.386, O8 1.180
2 C -0.142 -0.301 0.172  N4 1.318, N5 1.443, N6 1.264
3 C -0.108 1.761 -1.076  C1 1.533, N6 1.386, F9 1.398, H10 1.132
4 N 0.353 -1.521 0.212  C2 1.318, H11 1.083, H12 1.094
5 N -0.614 0.155 1.457  C2 1.443, H13 1.010, H14 1.024
6 N 0.049 0.401 -0.861  C2 1.264, C3 1.386
7 O 0.637 0.930 -3.278  C1 1.386, H15 0.959
8 O 0.112 3.060 -3.118  C1 1.180
9 F -1.447 2.124 -0.900  C3 1.398
10 H 0.516 2.413 -0.392  C3 1.132
11 H 0.356 -2.151 1.093  N4 1.083
12 H 0.251 -2.167 -0.665  N4 1.094
13 H -0.244 -0.250 2.306  N5 1.010
14 H -0.594 1.176 1.383  N5 1.024
15 H 1.009 0.287 -2.670  O7 0.959